No. 1
Below is 15 unconnected molecules or ions with the total composition C3H36NO14S in a non-equilibrium geometry, with properties calculated with wB97M-V/def2-TZVPD.

Properties
Energy relative to the best compared isomer or geometry (same formula, charge and spin), kcal per mole: 74.2
HOMO-LUMO gap, eV: 5.8
LUMO, eV: 2.276
Charge: -1
Electronic energy, eV: -44685.410

Element x y z (Å)
C  -0.270  1.607  0.922
C  -0.630  3.064  1.350
S  -0.966  4.101  -0.015
C  0.264  1.307  -0.493
N  -0.766  0.422  -1.112
H  -1.267  1.135  0.976
H  0.381  1.026  1.608
H  -0.014  3.436  2.022
H  -1.605  2.969  2.009
H  1.157  0.637  -0.455
H  0.363  2.283  -0.988
H  -0.820  0.470  -2.145
H  -0.611  -0.504  -0.666
H  -3.182  2.536  -1.716
H  -2.341  1.610  -0.734
O  -3.113  1.620  -1.347
H  -3.401  -0.540  0.644
H  -4.421  0.005  1.722
O  -3.569  -0.498  1.606
H  2.762  -2.432  1.767
H  3.147  -1.360  0.729
O  2.924  -2.362  0.823
H  2.337  0.184  -0.075
H  3.687  1.014  -0.088
O  3.084  0.495  0.480
H  0.339  -2.224  -2.075
H  -1.120  -2.398  -2.583
O  -0.380  -2.917  -2.263
H  1.334  -0.650  3.308
H  2.781  0.138  3.507
O  2.320  -0.787  3.324
H  1.953  3.572  -1.788
H  1.599  2.166  -2.296
O  2.410  2.695  -1.989
H  -2.421  -3.137  1.590
H  -2.364  -1.611  2.147
O  -1.888  -2.339  1.730
H  2.256  -3.097  -2.214
H  2.541  -2.423  -0.839
O  2.330  -2.240  -1.775
H  0.997  1.135  -4.092
H  0.068  2.306  -4.012
O  0.143  1.407  -3.719
H  -2.167  -4.348  -1.233
H  -1.181  -3.556  -0.459
O  -1.866  -4.256  -0.304
H  2.888  1.710  1.899
H  1.760  2.204  2.754
O  2.649  2.049  2.761
H  -2.958  0.046  -2.192
H  -2.389  0.355  -3.492
O  -3.063  -0.136  -3.133
H  -0.109  -1.497  4.101
H  -0.050  -2.226  2.806
O  0.456  -2.166  3.705

Cartesian forces (eV/Å) of the 2 atoms listed first:
C -0.32 -0.81 0.58
C -4.19 -2.86 -0.94

---

No. 2
Below is a molecular structure, C15H25ClINO2PPm in a non-equilibrium geometry, with properties calculated with wB97M-V/def2-TZVPD.

Properties
HOMO-LUMO gap (spin up / spin down), eV: 6.8 / 7.1
LUMO (spin up / spin down), eV: -7.613 / -7.387
Spin multiplicity: 5
Charge: +2
Electronic energy, eV: -67994.865
Expectation value of S²: 6.01

Element x y z (Å)
C  0.481  -2.160  -1.835
C  1.779  -1.395  -2.202
H  0.551  -3.102  -2.375
H  -0.432  -1.712  -2.317
H  0.302  -2.447  -0.766
O  2.429  -1.721  -3.217
I  1.268  1.463  -0.592
Pm  -1.553  -0.651  -0.385
P  0.274  0.574  -3.348
C  1.934  1.164  -3.883
C  -0.173  -0.338  -4.876
H  -1.646  1.988  -2.985
H  -0.742  2.377  -4.504
H  -0.112  2.906  -2.890
C  -0.658  2.132  -3.439
H  -1.204  -0.710  -4.775
H  -0.088  0.382  -5.706
H  1.861  1.492  -4.928
H  2.674  0.350  -3.831
H  0.519  -1.185  -5.014
H  2.282  1.990  -3.252
C  2.359  -0.363  -1.227
O  3.333  -0.621  -0.567
Cl  -3.608  0.850  -0.588
C  -2.347  2.370  2.678
N  -1.235  1.375  2.804
C  -0.495  1.559  4.090
C  -1.761  -0.035  2.671
C  -0.602  -1.009  2.653
C  -0.188  -1.657  3.842
C  0.973  -2.416  3.842
C  1.721  -2.535  2.679
C  1.258  -1.960  1.505
C  0.070  -1.268  1.465
H  -3.080  2.173  3.469
H  -2.801  2.260  1.692
H  -1.906  3.368  2.789
H  -0.552  1.533  2.022
H  -1.142  1.251  4.912
H  0.424  0.983  4.069
H  -0.255  2.616  4.175
H  -2.415  -0.224  3.542
H  -2.486  -0.078  1.805
H  -0.805  -1.517  4.748
H  1.305  -2.874  4.770
H  2.637  -3.112  2.669
H  1.854  -2.064  0.610

Cartesian forces (eV/Å) of the 2 atoms listed first:
C -0.63 -0.81 -0.02
C 0.72 -1.11 -3.41

---

No. 3
Below is a molecular structure, C26H58CrNO17 in a non-equilibrium geometry, with properties calculated with wB97M-V/def2-TZVPD.

Properties
Energy relative to the best compared isomer or geometry (same formula, charge and spin), kcal per mole: 16.6
HOMO-LUMO gap (spin up / spin down), eV: 4.2 / 6.9
LUMO (spin up / spin down), eV: -0.379 / -0.570
Spin multiplicity: 6
Electronic energy, eV: -92615.019
Expectation value of S²: 8.76

Element x y z (Å)
Cr  -14.101  -5.014  5.195
N  -12.995  -8.633  6.275
H  -12.736  -9.441  5.726
H  -12.939  -8.737  7.278
H  -13.920  -8.345  5.988
H  -12.509  -7.806  5.958
C  -16.480  -8.688  6.515
C  -16.464  -7.401  5.706
C  -17.731  -6.553  5.917
O  -15.203  -6.780  5.812
H  -15.531  -9.221  6.582
H  -17.261  -9.337  6.120
H  -16.601  -8.428  7.566
H  -16.604  -7.685  4.663
H  -17.762  -5.702  5.236
H  -18.119  -6.368  6.919
H  -18.617  -7.069  5.546
C  -16.435  -2.241  3.756
C  -15.255  -1.871  4.694
C  -15.874  -1.174  5.922
O  -14.340  -2.938  4.954
H  -17.128  -3.023  4.066
H  -16.209  -2.521  2.727
H  -17.097  -1.409  3.512
H  -14.753  -1.075  4.144
H  -16.397  -1.955  6.475
H  -16.406  -0.259  5.661
H  -15.044  -0.730  6.471
C  -16.325  -11.764  8.746
C  -15.241  -12.320  9.603
O  -15.011  -13.625  9.176
C  -13.914  -14.387  9.673
O  -12.979  -13.926  10.344
O  -14.103  -15.650  9.250
C  -13.200  -16.675  9.648
H  -17.232  -12.331  8.955
H  -16.139  -11.774  7.672
H  -16.518  -10.721  9.000
H  -15.532  -12.576  10.622
H  -14.353  -11.700  9.727
H  -13.573  -17.698  9.619
H  -12.978  -16.427  10.686
H  -12.305  -16.730  9.029
C  -19.745  -10.031  4.679
C  -20.872  -10.814  5.386
O  -21.261  -11.984  4.686
C  -22.091  -11.842  3.693
O  -22.407  -10.804  3.158
O  -22.169  -13.029  3.137
C  -23.019  -13.262  2.008
H  -20.012  -9.583  3.721
H  -18.866  -10.675  4.708
H  -19.553  -9.194  5.350
H  -21.774  -10.205  5.451
H  -20.402  -11.018  6.348
H  -22.617  -12.874  1.072
H  -24.008  -12.833  2.172
H  -23.277  -14.300  1.796
C  -21.511  -8.080  9.274
C  -20.713  -8.040  7.955
O  -20.702  -6.688  7.641
C  -21.622  -6.260  6.750
O  -22.585  -6.891  6.279
O  -21.334  -4.903  6.543
C  -21.958  -4.300  5.460
H  -21.616  -9.137  9.521
H  -22.569  -7.872  9.113
H  -21.299  -7.449  10.137
H  -21.176  -8.575  7.126
H  -19.670  -8.281  8.158
H  -21.212  -3.577  5.130
H  -22.812  -3.753  5.860
H  -22.297  -4.857  4.587
C  -18.127  -5.663  2.392
C  -17.137  -6.484  1.472
O  -16.140  -5.732  0.861
C  -15.101  -5.178  1.599
O  -14.883  -5.376  2.803
O  -14.433  -4.362  0.751
C  -13.444  -3.474  1.237
H  -18.830  -4.946  1.968
H  -17.597  -5.016  3.090
H  -18.713  -6.346  3.007
H  -17.584  -6.972  0.606
H  -16.583  -7.286  1.960
H  -13.557  -2.509  0.742
H  -12.461  -3.894  1.026
H  -13.478  -3.254  2.304
C  -11.882  -0.997  8.857
C  -12.452  -2.075  8.054
O  -13.668  -2.525  8.643
C  -14.307  -3.686  8.357
O  -14.057  -4.419  7.407
O  -15.191  -3.924  9.361
C  -15.899  -5.199  9.398
H  -11.378  -1.412  9.730
H  -12.682  -0.428  9.332
H  -11.310  -0.304  8.240
H  -11.738  -2.897  7.999
H  -12.950  -1.859  7.109
H  -15.282  -6.042  9.085
H  -16.555  -5.029  8.544
H  -16.433  -5.378  10.331

Cartesian forces (eV/Å) of the 2 atoms listed first:
Cr -1.18 0.01 0.03
N 0.09 -0.19 -0.38